[1]
Molecular formula: C3H7NO2
Method: DFT, ωB97M-V with the def2-TZVPD basis set

```
13
Properties=species:S:1:pos:R:3:forces:R:3
C -0.86119 1.17933 0.05939 -0.7 0.4 -0.4
C -0.69386 -0.04143 -0.46812 -0.4 0.6 0.5
N -1.71912 -0.90663 -0.80371 0.2 -0.1 0.1
O 0.57103 -0.43696 -0.70604 0.5 1.1 1.5
C 1.55112 0.20672 0.46971 -0.5 -0.5 -1.2
O 1.92903 -0.95916 1.03249 0.6 -0.4 -0.1
H -1.80288 1.50162 0.45557 -0.4 0.2 -0.1
H -0.09396 1.91668 -0.14983 -0.1 -0.1 0.5
H -2.62155 -0.62345 -0.44229 0.2 -0.1 -0.2
H -1.55467 -1.90110 -0.78243 0.2 0.1 0.2
H 2.21310 0.71554 -0.22605 0.5 -0.2 0.1
H 1.24503 0.89198 1.29714 -0.7 -0.6 -1.2
H 1.83791 -1.54315 0.26417 0.4 -0.6 0.4
```
Positions in Å, forces in eV/Å.

The LUMO energy comes out at 0.0330 Eh. As for the total charge: 0. For the HOMO-LUMO gap, the calculation gives 8.73 eV. The total energy comes out at -323.66122 Ha. The calculation puts the largest force on an atom at 2.0 eV/A. The SMILES is C=C(N)OCO. As for the energy relative to the best compared isomer or geometry (same formula, charge and spin): 75.1 kcal per mole.

[2]
Molecular formula: C3H7NO2
Method: DFT, ωB97M-V with the def2-TZVPD basis set

```
13
Properties=species:S:1:pos:R:3:forces:R:3
O 0.03522 2.09570 -0.59380 0.1 0.2 0.8
C 0.23725 2.09279 0.56139 0.4 0.6 -0.2
O 0.60186 2.27462 1.65832 -0.2 -0.1 -0.7
C 0.45903 -1.49057 -0.93924 0.1 0.0 -0.2
C 0.84040 -0.41003 -1.60943 0.0 -0.2 0.0
H -0.48418 -1.98762 -1.15290 0.1 0.0 0.0
H 1.06171 -1.90295 -0.13396 0.0 0.0 -0.1
H 1.77121 0.10330 -1.38760 -0.1 -0.1 0.0
H 0.22704 0.02996 -2.38952 0.1 -0.1 0.1
N -1.17581 0.32633 1.04648 -0.3 -0.2 0.1
H -0.69738 -0.42746 0.56454 -0.1 0.1 0.1
H -1.26016 0.11398 2.03256 -0.1 -0.1 -0.1
H -2.09039 0.44038 0.62647 0.0 -0.1 0.1
```
Positions in Å, forces in eV/Å.

The LUMO energy comes out at 0.0302 Eh. As for the total charge: 0. For the HOMO-LUMO gap, the calculation gives 11.11 eV. The total energy comes out at -323.73878 Ha. The calculation puts the largest force on an atom at 0.9 eV/A. The SMILES is O=C=O.C=C.N. As for the energy relative to the best compared isomer or geometry (same formula, charge and spin): 26.5 kcal per mole.

[3]
Molecular formula: C3H7NO2
Method: DFT, ωB97M-V with the def2-TZVPD basis set

```
13
Properties=species:S:1:pos:R:3:forces:R:3
C 0.22495 -0.99453 1.17385 0.0 0.8 -0.6
C 0.55285 -0.34380 0.03987 -0.2 -2.7 0.8
O 1.81136 -0.51850 -0.52429 -0.5 0.4 0.1
C -0.38877 0.48086 -0.81366 2.1 1.2 0.8
N -1.75431 0.53921 -0.41873 0.0 0.4 0.0
O 0.18511 1.81696 -0.59818 -0.7 -0.2 -0.6
H 0.95768 -1.56198 1.73543 0.0 0.0 -0.1
H -0.76157 -0.91311 1.61432 0.1 0.0 -0.2
H 2.29204 -1.19033 -0.01195 -0.2 0.4 -0.2
H -0.30112 0.19859 -1.86682 0.1 -0.1 0.1
H -2.13930 -0.38013 -0.24622 0.0 0.1 0.0
H -1.82457 1.13179 0.40135 -0.1 -0.2 0.1
H 1.14563 1.73496 -0.48498 -0.4 -0.1 -0.2
```
Positions in Å, forces in eV/Å.

The LUMO energy comes out at 0.0248 Eh. As for the total charge: 0. For the HOMO-LUMO gap, the calculation gives 9.97 eV. The total energy comes out at -323.70616 Ha. The calculation puts the largest force on an atom at 2.8 eV/A. The SMILES is C=C(O)[C@@H](N)O. As for the energy relative to the best compared isomer or geometry (same formula, charge and spin): 46.9 kcal per mole.

[4]
Molecular formula: C3H7NO2
Method: DFT, ωB97M-V with the def2-TZVPD basis set

```
13
Properties=species:S:1:pos:R:3:forces:R:3
C -1.53651 1.15288 -0.50992 0.2 0.9 -0.4
O -1.04731 0.07106 0.22185 0.4 0.0 -0.1
C 0.24052 0.29012 0.77786 1.1 0.2 0.5
C 1.22151 -0.72210 0.36209 0.9 -0.5 0.3
N 0.86949 -1.75285 -0.41738 0.1 -0.3 -0.1
O 2.35761 -0.42968 0.72245 0.7 -1.3 -0.4
H -0.89637 1.32075 -1.37579 0.0 0.2 -0.3
H -1.45870 2.02670 0.13437 -0.4 0.4 -0.2
H -2.56479 1.01417 -0.87027 0.3 -0.3 0.4
H 0.12008 0.24428 1.86091 0.2 0.1 0.1
H 1.18638 1.03722 0.58949 -3.6 0.5 -0.1
H 1.59429 -2.31006 -0.82952 0.1 -0.1 0.1
H -0.08620 -1.94249 -0.66615 0.0 0.3 0.1
```
Positions in Å, forces in eV/Å.

The LUMO energy comes out at 0.0317 Eh. As for the total charge: 0. For the HOMO-LUMO gap, the calculation gives 10.49 eV. The total energy comes out at -323.69608 Ha. The calculation puts the largest force on an atom at 3.6 eV/A. The SMILES is COCC(N)=O. As for the energy relative to the best compared isomer or geometry (same formula, charge and spin): 53.3 kcal per mole.

[5]
Molecular formula: C3H7NO2
Method: DFT, ωB97M-V with the def2-TZVPD basis set

```
13
Properties=species:S:1:pos:R:3:forces:R:3
C 2.11986 0.13451 0.04960 0.2 0.1 0.0
N 0.84796 -0.56986 0.11465 -0.4 0.2 0.3
C -0.12847 0.02592 0.61767 0.3 -0.3 -0.2
O -0.48036 1.21485 1.14872 0.1 0.2 0.0
C -1.52825 0.16971 0.89499 -0.1 -0.2 0.1
O -2.45836 0.42444 -0.05549 0.1 0.1 -0.1
H 2.34161 0.35500 -1.00043 0.0 0.0 0.2
H 2.13927 1.07252 0.61788 0.0 -0.1 -0.1
H 2.90845 -0.52770 0.41724 -0.1 0.1 0.0
H -1.98574 -0.18474 1.81323 0.1 0.1 -0.1
H -2.03700 0.41894 -0.92689 -0.1 0.0 0.1
H -0.53119 -1.17147 -1.72000 -0.1 -0.1 -0.1
H -1.20778 -1.36210 -1.97117 0.0 0.0 -0.1
```
Positions in Å, forces in eV/Å.

The LUMO energy comes out at 0.0362 Eh. As for the total charge: 0. For the HOMO-LUMO gap, the calculation gives 11.09 eV. The total energy comes out at -323.64167 Ha. The calculation puts the largest force on an atom at 0.5 eV/A. The SMILES is C/N=C1\O[C@H]1O.[H][H]. As for the energy relative to the best compared isomer or geometry (same formula, charge and spin): 87.4 kcal per mole.

[6]
Molecular formula: C3H7NO2
Method: DFT, ωB97M-V with the def2-TZVPD basis set

```
13
Properties=species:S:1:pos:R:3:forces:R:3
N 0.63196 -1.01674 -1.37172 -0.1 0.0 0.0
C -0.09836 -1.32194 -0.25837 0.0 -0.1 0.0
O -0.81433 -2.30425 -0.17888 0.2 0.2 0.0
C 0.12241 -0.36653 0.90899 0.0 0.0 0.1
C -0.42286 1.03694 0.67958 -0.2 -0.2 0.3
O 0.26949 1.61919 -0.41789 0.0 0.3 -0.1
H 0.91004 -0.05369 -1.50591 0.0 -0.2 0.0
H 0.46640 -1.58719 -2.18582 -0.1 0.1 0.0
H 1.20033 -0.29796 1.09208 -0.1 0.0 0.0
H -0.35395 -0.80336 1.79158 0.1 0.1 -0.2
H -1.50368 0.99060 0.48575 0.1 0.0 0.0
H -0.27076 1.63701 1.58795 0.0 -0.1 -0.1
H -0.13669 2.46792 -0.62735 0.1 -0.1 0.0
```
Positions in Å, forces in eV/Å.

The LUMO energy comes out at 0.0238 Eh. As for the total charge: 0. For the HOMO-LUMO gap, the calculation gives 10.23 eV. The total energy comes out at -323.76163 Ha. The calculation puts the largest force on an atom at 0.4 eV/A. The SMILES is NC(=O)CCO. As for the energy relative to the best compared isomer or geometry (same formula, charge and spin): 12.1 kcal per mole.

[7]
Molecular formula: C3H7NO2
Method: DFT, ωB97M-V with the def2-TZVPD basis set

```
13
Properties=species:S:1:pos:R:3:forces:R:3
C -2.08415 -0.01274 -0.82708 -0.1 0.0 -0.2
N -1.37894 0.03052 0.43882 0.4 0.0 0.0
C -0.11729 -0.00311 0.43294 -0.4 0.0 -0.1
O 0.58804 0.03664 1.58383 -0.1 0.0 0.1
O 0.65502 -0.07864 -0.66023 -0.2 0.0 0.1
C 2.07043 -0.05625 -0.49124 0.3 0.0 0.0
H -3.04066 0.50800 -0.72179 0.2 -0.1 0.0
H -2.30660 -1.04875 -1.11200 0.0 0.1 0.1
H -1.53064 0.44738 -1.65479 0.0 0.0 0.1
H -0.08667 0.09414 2.27770 0.1 0.0 -0.1
H 2.39231 0.86779 -0.00348 0.0 -0.1 -0.1
H 2.48497 -0.11038 -1.49861 -0.1 0.0 0.2
H 2.40550 -0.91407 0.09790 0.0 0.1 -0.1
```
Positions in Å, forces in eV/Å.

The LUMO energy comes out at 0.0310 Eh. As for the total charge: 0. For the HOMO-LUMO gap, the calculation gives 10.12 eV. The total energy comes out at -323.72752 Ha. The calculation puts the largest force on an atom at 0.4 eV/A. The SMILES is C/N=C(/O)OC. As for the energy relative to the best compared isomer or geometry (same formula, charge and spin): 33.5 kcal per mole.

[8]
Molecular formula: C3H7NO2
Method: DFT, ωB97M-V with the def2-TZVPD basis set

```
13
Properties=species:S:1:pos:R:3:forces:R:3
N 0.38619 -0.49465 -1.32986 0.3 0.3 0.0
C -0.17450 0.28143 -0.24391 0.5 -0.2 0.4
C -1.65807 0.07440 -0.05520 -0.4 0.2 0.0
O -2.37156 -0.28486 -0.95222 -0.1 -0.2 -0.1
C 0.62752 0.06780 1.04187 -0.6 0.0 -0.4
O 1.88540 0.68208 0.98026 0.5 0.1 -0.2
H -0.26786 -0.54973 -2.09888 0.0 -0.1 -0.1
H 0.63121 -1.42617 -1.02522 -0.2 -0.2 0.0
H -0.02577 1.34259 -0.45809 -0.3 0.3 -0.1
H -2.11982 0.32160 0.92477 0.3 0.1 0.0
H 0.71459 -1.00477 1.21963 0.0 -0.3 0.2
H 0.07042 0.51903 1.86780 0.2 -0.1 0.1
H 2.30224 0.47124 0.12904 -0.3 0.0 0.3
```
Positions in Å, forces in eV/Å.

The LUMO energy comes out at 0.0277 Eh. As for the total charge: 0. For the HOMO-LUMO gap, the calculation gives 10.45 eV. The total energy comes out at -323.71991 Ha. The calculation puts the largest force on an atom at 0.7 eV/A. The SMILES is N[C@@H](C=O)CO. As for the energy relative to the best compared isomer or geometry (same formula, charge and spin): 38.3 kcal per mole.